# 1
Entry from the Open Molecules 2025 dataset: 7 unconnected molecules or ions with the total composition C21H42O21 at a distorted geometry (ωB97M-V/def2-TZVPD).

XYZ file:
```
84
C21H42O21 ωB97M-V/def2-TZVPD
O -34.38 -40.74 35.85
O -32.00 -36.34 29.29
O -23.88 -38.98 37.47
O -34.65 -40.11 33.65
O -32.61 -40.79 34.34
O -23.25 -32.94 32.85
O -24.07 -37.71 35.67
O -24.07 -38.82 29.97
O -29.02 -41.48 35.01
O -33.95 -37.52 29.47
O -26.08 -37.94 30.78
O -25.10 -39.64 31.85
O -33.45 -35.84 30.92
O -27.25 -42.85 34.77
O -29.97 -36.80 35.71
O -25.53 -37.51 37.35
O -30.75 -36.76 33.57
O -24.09 -34.71 34.02
O -23.66 -32.76 35.06
O -28.64 -36.21 33.95
O -29.30 -43.77 34.86
C -24.47 -38.12 36.88
C -25.96 -37.86 38.67
C -32.56 -34.68 31.38
C -24.13 -35.63 33.04
C -25.04 -38.84 30.92
C -28.13 -40.48 35.49
C -22.93 -38.22 34.98
C -23.75 -33.39 33.95
C -33.71 -38.45 28.41
C -27.19 -38.05 31.60
C -33.57 -41.27 36.88
C -23.02 -39.72 30.14
C -33.81 -40.58 34.63
C -28.47 -42.72 34.89
C -29.85 -36.55 34.45
C -33.10 -36.55 29.87
C -28.80 -45.08 34.74
C -32.12 -36.95 33.93
C -27.66 -35.77 34.70
C -23.49 -31.30 35.02
C -34.22 -40.20 32.31
H -26.70 -36.40 34.96
H -23.98 -30.72 35.94
H -27.44 -40.19 34.92
H -23.07 -38.83 34.14
H -26.89 -37.95 38.57
H -23.75 -30.64 34.05
H -26.94 -38.09 32.69
H -29.78 -45.64 34.36
H -33.30 -42.25 36.60
H -32.53 -36.03 34.35
H -28.04 -37.36 31.24
H -31.49 -34.96 31.74
H -22.58 -39.69 29.17
H -22.49 -39.60 31.03
H -27.85 -45.19 34.10
H -32.55 -37.24 33.09
H -25.52 -38.70 38.98
H -22.10 -37.51 34.73
H -23.15 -35.87 32.84
H -25.57 -36.90 39.24
H -32.49 -33.85 30.49
H -34.10 -37.94 27.41
H -24.46 -35.17 32.22
H -32.74 -38.69 28.51
H -33.20 -34.18 32.24
H -27.68 -40.83 36.42
H -33.20 -39.75 32.22
H -27.30 -35.06 34.05
H -22.35 -39.07 35.51
H -28.60 -39.42 35.64
H -34.29 -41.26 37.69
H -27.81 -35.21 35.70
H -34.34 -39.38 28.64
H -24.82 -36.23 33.48
H -23.45 -40.70 30.20
H -27.61 -39.09 31.74
H -33.96 -41.29 32.06
H -34.90 -39.62 31.67
H -28.33 -45.64 35.61
H -32.07 -37.84 34.60
H -32.92 -40.50 37.22
H -22.52 -31.24 35.22
```

SMILES string = COC(=O)OC.COC(=O)OC.COC(=O)OC.COC(=O)OC.COC(=O)OC.COC(=O)OC.COC(=O)OC



# 2
Entry from the Open Molecules 2025 dataset: 7 unconnected molecules or ions with the total composition C21H42O7 at a distorted geometry (ωB97M-V/def2-TZVPD).

XYZ file:
```
70
C21H42O7 ωB97M-V/def2-TZVPD
O 3.27 4.41 0.17
O 4.14 -3.25 -1.72
O 6.38 -0.12 2.41
O -3.64 2.45 1.26
O -1.66 -1.25 -2.03
O 1.11 0.23 1.12
O -2.87 -3.55 2.31
C 2.17 -1.99 -1.34
C 2.39 3.65 0.09
C -2.66 -4.20 1.28
C -0.02 -1.44 2.25
C 3.38 -2.52 -2.22
C -2.25 -0.22 -2.05
C -3.74 -0.08 -1.61
C 2.14 2.63 -1.12
C 3.51 -2.08 -3.71
C -3.01 4.74 1.02
C -0.03 -0.18 1.40
C -2.34 -5.74 1.39
C -2.82 -3.59 -0.09
C -1.50 0.98 -2.25
C 4.57 -1.72 2.08
C 5.30 -0.36 1.84
C -1.29 0.51 1.30
C 4.67 0.62 0.95
C -4.78 3.66 -0.49
C -3.82 3.48 0.67
C 1.41 3.47 1.28
H 4.33 -2.86 -4.16
H 5.17 -2.21 2.88
H -3.71 5.24 1.81
H 5.15 0.55 0.02
H 3.47 0.76 0.92
H -5.62 4.23 -0.37
H -4.34 0.47 -2.40
H -2.02 0.02 0.79
H -0.48 0.88 -2.39
H 2.30 1.70 -0.77
H 3.53 -1.64 2.21
H -1.70 0.67 2.28
H 1.18 2.68 -1.59
H -2.12 -5.99 2.45
H -3.15 -6.49 1.15
H -0.61 -1.43 3.25
H 0.83 4.59 1.58
H -1.92 -3.68 -0.62
H 1.98 -0.74 -1.32
H -4.10 -1.01 -1.40
H -2.97 5.36 0.23
H -1.79 1.94 -1.89
H -5.06 2.67 -0.79
H 3.62 -1.20 -3.79
H -4.03 0.38 -0.68
H 2.79 3.16 -1.81
H 2.65 -2.42 -4.18
H -1.37 1.50 0.60
H -3.48 -4.03 -0.97
H -1.52 -5.86 0.74
H 2.35 -2.22 -0.34
H -0.47 -2.22 1.63
H 1.60 3.13 2.31
H 4.87 1.63 1.28
H 0.97 -1.79 2.34
H 1.48 -2.77 -1.78
H 4.75 -2.22 1.05
H -2.01 4.48 1.30
H -3.09 -2.33 -0.05
H -1.78 1.35 -3.38
H -4.34 4.45 -1.30
H 0.64 2.72 0.93
```

SMILES string = CC(C)=O.CC(C)=O.CC(C)=O.CC(C)=O.CC(C)=O.CC(C)=O.CC(C)=O



# 3
Entry from the Open Molecules 2025 dataset: a molecular structure, C21H43BBrCl2I2NO4SSi2 at a distorted geometry (ωB97M-V/def2-TZVPD).

XYZ file:
```
78
C21H43BBrCl2I2NO4SSi2 ωB97M-V/def2-TZVPD
I 0.49 3.77 -0.97
I 1.02 2.65 3.86
Br -0.96 0.05 1.90
Cl 4.36 1.73 -0.17
Cl 6.53 0.45 -1.68
S -2.58 3.10 2.69
Si -1.37 2.12 1.24
Si -3.26 0.99 -0.74
O -2.15 2.12 -0.19
O -4.42 -1.11 2.30
O -4.48 3.99 -0.67
O -6.43 3.15 -1.78
N -4.64 -1.93 0.18
C -2.39 -0.46 -1.52
C 1.01 -1.42 -2.96
C 1.18 3.30 1.88
C -4.53 -0.89 1.12
C -0.96 -0.12 -2.00
C 0.23 3.04 0.99
C -5.94 -1.86 -0.54
C 3.98 -1.64 -0.44
C 3.35 -3.02 -0.61
C 4.13 -1.02 3.44
C 3.62 -0.93 2.00
C -4.22 1.86 -2.08
C 4.69 0.29 3.98
C 4.57 -1.54 0.97
C 1.24 -2.57 -1.98
C 2.44 4.08 1.61
C 2.66 -3.16 -1.98
C 5.98 1.92 -0.86
C -4.54 0.52 0.59
C -4.53 -3.23 0.83
C -0.48 -1.09 -3.09
B -5.07 3.04 -1.48
H 0.51 -3.35 -2.19
H 4.87 -2.53 1.32
H -7.00 2.81 -1.08
H 5.95 2.72 -1.59
H 4.93 -1.77 3.50
H 4.77 0.27 5.07
H -4.55 -3.99 0.05
H 5.68 0.49 3.57
H -6.77 -1.99 0.16
H -2.98 -0.76 -2.39
H -5.96 -2.64 -1.29
H 6.67 2.15 -0.06
H -3.47 2.30 -2.75
H 2.59 -4.22 -2.23
H -0.90 0.91 -2.35
H 5.48 -0.94 0.93
H -2.32 -1.31 -0.84
H 3.26 -2.68 -2.75
H -5.35 -3.43 1.51
H 2.66 -1.45 1.91
H 3.14 4.01 2.43
H -4.87 1.17 -2.61
H 2.60 -3.19 0.16
H 2.19 5.12 1.39
H 4.13 -3.78 -0.52
H -2.81 4.17 1.92
H -6.03 -0.90 -1.04
H -5.02 4.21 0.09
H 1.00 -2.20 -0.97
H -5.51 0.69 0.13
H 4.78 -1.49 -1.16
H -3.58 -3.31 1.35
H 3.34 -1.39 4.09
H 3.24 -0.85 -0.60
H 4.05 1.14 3.72
H -4.49 1.16 1.47
H -0.30 -0.24 -1.14
H 3.43 0.11 1.75
H 1.47 -1.62 -3.92
H -1.05 -2.02 -3.01
H 1.50 -0.53 -2.55
H 2.91 3.66 0.72
H -0.67 -0.65 -4.07
```



# 4
Entry from the Open Molecules 2025 dataset: 6 unconnected molecules or ions with the total composition C21H43BN3O12S2 at a distorted geometry (ωB97M-V/def2-TZVPD).

XYZ file:
```
82
C21H43BN3O12S2 ωB97M-V/def2-TZVPD
S 0.36 -0.54 2.44
S 2.95 -1.27 3.37
O 3.33 0.14 2.98
O 3.78 -3.70 2.02
O 3.10 -1.57 4.84
O 0.44 0.68 3.33
O -1.31 -0.70 -0.78
O 2.49 -1.08 -0.13
O -5.53 3.12 -5.40
O -5.34 -0.02 -1.27
O -2.94 3.46 -1.17
O 1.51 -5.08 -0.03
O -1.05 -1.09 2.62
O 3.11 4.34 3.33
N 1.42 -1.80 2.85
N 0.43 -0.11 0.73
N 5.62 -2.02 2.24
C 2.23 -6.00 -2.10
C -3.23 3.60 -5.74
C 1.87 -7.43 0.01
C -6.12 0.60 -1.97
C 5.76 -0.91 1.23
C -3.11 3.06 -0.03
C -4.62 3.23 -6.19
C 1.84 -6.07 -0.64
C -7.55 0.15 -2.14
C -2.90 1.61 0.33
C -4.83 2.99 -7.67
C 2.51 4.89 5.57
C -3.56 3.99 1.06
C -0.18 -2.70 0.06
C -0.39 -1.12 -0.04
C 2.61 1.34 0.17
C -5.70 1.85 -2.69
C 1.82 -0.07 0.24
C 6.40 -3.18 1.64
C 3.17 2.51 4.85
C 2.95 3.95 4.48
B 4.21 -2.40 2.48
H -3.67 5.00 0.66
H -0.29 -3.24 -0.94
H 3.96 2.45 5.60
H -2.92 4.53 -6.21
H 2.89 -3.88 2.38
H 2.38 5.90 5.15
H 3.48 1.95 3.97
H 2.16 -4.96 -2.44
H -8.23 0.93 -1.78
H -3.83 1.18 0.70
H 2.25 2.08 5.24
H -2.12 1.54 1.09
H 2.88 -7.83 -0.02
H 3.72 1.17 -0.09
H -4.64 2.05 -2.48
H -2.53 2.80 -5.99
H 3.26 -6.34 -2.22
H 1.55 -6.61 -2.70
H 1.17 -8.10 -0.49
H -3.22 3.73 -4.66
H -2.58 1.06 -0.55
H -6.29 2.70 -2.35
H -5.87 2.74 -7.85
H 0.85 -2.99 0.48
H 6.43 -4.06 2.35
H -7.75 -0.06 -3.19
H 2.59 1.86 1.20
H -7.72 -0.76 -1.56
H 1.55 4.57 5.98
H 2.17 1.97 -0.67
H 7.46 -2.81 1.36
H -4.52 3.66 1.47
H -2.80 4.02 1.85
H -0.93 -3.09 0.85
H 3.27 4.93 6.35
H -4.59 3.90 -8.22
H -4.20 2.17 -8.01
H 6.39 -0.09 1.74
H 4.76 -0.45 0.92
H 1.56 -7.33 1.06
H 5.92 -3.45 0.62
H 6.29 -1.23 0.26
H -5.81 1.71 -3.77
```

total charge = -1



Number 1: energy -2405.04735 Ha. Number 2: energy -1351.70813 Ha. Number 3: energy -6273.79610 Ha. Number 4: energy -2714.34850 Ha.